A structure of composition C22H31N3O6SV, computed with ωB97M-V/def2-TZVPD.

Summary:
Multiplicity: 4
HOMO level (alpha / beta) in eV: -6.880 / -8.038
Charge: 0
LUMO energy (alpha / beta) in eV: -0.73 / -0.87
HOMO-LUMO gap (alpha / beta) in eV: 6.15 / 7.17

The geometry in XYZ format:
```
64
Properties=species:S:1:pos:R:3:forces:R:3
V -1.309 0.926 -0.345 -0.59 0.18 0.84
O -3.407 0.369 0.354 0.17 -0.01 -0.04
C -3.739 1.265 1.425 -0.27 0.09 0.41
C -3.307 2.690 1.096 -0.34 0.03 0.03
N -1.886 2.737 0.791 0.27 -0.12 -0.06
C -1.058 2.653 2.007 0.10 -0.07 0.41
C -0.918 1.197 2.497 0.05 0.24 0.68
O -0.934 0.911 3.689 0.00 0.33 -0.28
O -0.774 0.368 1.539 -0.17 -0.39 -0.58
C -1.459 3.857 -0.047 0.23 0.38 -0.36
C -0.283 3.441 -0.994 0.22 0.53 -0.05
O 0.144 4.259 -1.797 -0.39 0.04 0.26
O 0.146 2.250 -0.828 0.15 -0.46 -0.06
H -4.013 0.541 -0.370 -0.16 -0.08 -0.25
H -3.230 0.868 2.306 -0.09 0.12 -0.10
H -4.820 1.235 1.621 0.22 -0.01 -0.07
H -3.578 3.363 1.929 0.05 -0.14 -0.15
H -3.854 3.031 0.206 0.02 -0.05 0.15
H -1.454 3.306 2.801 0.13 -0.16 -0.17
H -0.048 2.975 1.735 -0.10 -0.02 0.11
H -1.131 4.713 0.560 -0.09 -0.09 -0.17
H -2.293 4.197 -0.670 0.12 -0.02 0.06
C -0.059 -3.125 -1.273 -0.06 0.02 0.16
C 0.223 -3.036 -2.626 -0.01 0.04 0.11
C -0.045 -1.850 -3.274 -0.10 0.59 0.00
C -0.575 -0.776 -2.552 -0.02 -0.41 -0.82
N -0.768 -0.860 -1.235 -0.04 0.36 -0.39
C -0.538 -2.005 -0.619 0.24 -0.54 0.56
C -1.162 0.426 -3.195 0.00 -0.01 -0.65
C -1.061 0.708 -4.558 0.27 -0.29 0.33
C -1.780 1.752 -5.101 0.02 0.00 0.02
C -2.619 2.480 -4.280 -0.06 0.04 0.14
C -2.652 2.153 -2.938 -0.26 0.45 -0.07
N -1.933 1.181 -2.400 0.15 -0.28 0.18
H 0.096 -4.041 -0.726 0.04 -0.08 0.08
H 0.626 -3.880 -3.164 0.03 -0.06 -0.06
H 0.137 -1.751 -4.332 -0.02 -0.03 -0.09
H -0.739 -1.982 0.444 0.03 -0.14 0.07
H -0.410 0.115 -5.180 0.05 -0.04 -0.08
H -1.691 1.991 -6.149 0.02 0.00 -0.10
H -3.214 3.296 -4.655 -0.05 0.05 -0.02
H -3.280 2.703 -2.247 0.03 0.10 -0.04
C 1.421 -2.514 4.834 -0.04 -0.07 0.08
C 2.188 -1.985 3.634 0.14 0.05 -0.17
C 1.253 -1.716 2.466 0.27 -0.01 -0.05
S 2.017 -0.703 1.153 0.22 -0.48 0.07
O 2.952 0.229 1.839 0.02 0.12 0.02
C 3.039 -2.071 0.442 0.23 0.26 0.12
C 4.465 -1.603 0.175 -0.14 0.02 0.03
C 5.275 -2.667 -0.552 0.01 -0.01 0.04
H 2.079 -2.651 5.692 0.03 -0.01 0.03
H 0.950 -3.475 4.620 -0.01 -0.03 -0.02
H 0.636 -1.816 5.120 -0.06 0.06 0.03
H 2.967 -2.696 3.344 0.04 0.03 0.01
H 2.692 -1.049 3.885 -0.03 -0.04 -0.01
H 0.393 -1.152 2.794 -0.29 0.21 0.11
H 0.907 -2.637 1.994 -0.06 -0.09 -0.05
H 2.555 -2.351 -0.490 -0.13 -0.07 -0.15
H 3.031 -2.934 1.108 0.03 -0.03 0.04
H 4.933 -1.346 1.124 0.00 0.04 0.01
H 4.441 -0.680 -0.409 0.01 0.00 0.00
H 5.316 -3.593 0.022 0.00 -0.05 0.05
H 6.298 -2.336 -0.720 0.07 0.03 -0.01
H 4.839 -2.902 -1.523 -0.05 -0.02 -0.10
```
Forces are in eV/Å.

Löwdin population analysis, charges in e, atoms 1 to 4:
1 V 0.832
2 O -0.094
3 C -0.174
4 C -0.150

---

An isolated molecule of C19H30N2O3S, computed with ωB97M-V/def2-TZVPD.

Summary:
SMILES: CCCCNC(=O)[C@H]1CC[C@H](CNS(=O)(=O)c2ccc(C)cc2)CC1
HOMO level in eV: -9.277
Charge: 0
LUMO energy in eV: 0.61
HOMO-LUMO gap in eV: 9.89

The geometry in XYZ format:
```
55
Properties=species:S:1:pos:R:3:forces:R:3
C 7.928 0.577 1.427 -0.14 0.18 -0.14
C 6.843 0.785 0.377 0.06 -0.33 0.11
C 6.135 -0.525 0.037 -0.11 0.32 -0.26
C 5.098 -0.372 -1.079 0.12 -0.34 0.11
N 3.981 0.457 -0.687 0.47 0.26 -0.08
C 2.759 -0.042 -0.404 -0.10 0.63 0.19
O 2.494 -1.224 -0.502 -0.14 -0.42 -0.03
C 1.727 1.009 -0.010 -0.18 -0.48 -0.10
C 0.740 0.402 0.987 0.10 0.24 0.09
C -0.437 1.330 1.253 -0.05 -0.33 -0.23
C -1.142 1.667 -0.058 0.06 0.56 0.23
C -2.436 2.446 0.186 0.52 -0.05 -0.58
N -3.360 1.610 0.933 -0.65 -0.67 -0.26
S -4.201 0.454 0.038 -0.06 0.33 0.35
O -5.353 0.126 0.827 0.15 -0.07 0.22
O -4.401 0.914 -1.310 0.36 -0.19 0.01
C -3.056 -0.912 0.024 -0.33 0.41 -0.12
C -2.619 -1.433 1.225 0.00 -0.07 0.11
C -1.610 -2.381 1.223 -0.10 0.04 -0.06
C -1.034 -2.806 0.029 -0.09 0.02 -0.04
C 0.137 -3.733 0.024 0.10 0.03 0.00
C -1.531 -2.305 -1.173 -0.06 0.02 0.12
C -2.538 -1.358 -1.178 -0.11 0.01 -0.14
C -0.162 2.393 -0.977 -0.17 -0.36 -0.08
C 1.007 1.461 -1.289 0.07 0.32 0.08
H 7.499 0.174 2.342 0.00 -0.05 0.12
H 8.419 1.518 1.663 0.10 0.04 0.09
H 8.679 -0.122 1.065 0.10 -0.08 0.00
H 7.290 1.200 -0.529 -0.04 0.07 -0.05
H 6.118 1.509 0.755 -0.03 0.08 -0.05
H 5.638 -0.916 0.927 0.00 -0.09 0.03
H 6.875 -1.260 -0.284 0.05 -0.07 0.02
H 5.567 0.056 -1.970 -0.02 -0.08 0.02
H 4.679 -1.349 -1.329 0.08 0.14 -0.08
H 4.156 1.441 -0.562 -0.20 -0.06 0.04
H 2.226 1.873 0.444 0.03 0.01 -0.01
H 0.376 -0.541 0.577 0.03 -0.01 0.03
H 1.263 0.178 1.920 0.00 -0.11 0.01
H -1.142 0.848 1.931 0.03 0.05 0.09
H -0.088 2.252 1.726 -0.03 0.13 0.07
H -1.422 0.733 -0.549 0.15 0.06 -0.02
H -2.881 2.731 -0.776 0.11 0.14 0.13
H -2.232 3.350 0.765 -0.06 -0.04 0.04
H -4.034 2.129 1.475 -0.25 -0.04 0.11
H -3.066 -1.080 2.141 0.03 0.02 0.20
H -1.246 -2.778 2.159 0.03 -0.04 0.10
H 0.225 -4.263 0.969 0.02 -0.08 0.05
H 0.062 -4.454 -0.786 0.01 -0.10 -0.04
H 1.047 -3.150 -0.131 0.07 -0.02 0.01
H -1.104 -2.643 -2.105 0.04 -0.03 -0.11
H -2.918 -0.932 -2.094 0.03 0.03 -0.14
H -0.658 2.678 -1.906 -0.01 0.09 -0.04
H 0.202 3.302 -0.493 0.00 0.12 0.02
H 0.629 0.575 -1.804 0.01 -0.06 -0.06
H 1.718 1.958 -1.954 0.00 -0.07 -0.06
```
Forces are in eV/Å.

Löwdin population analysis, charges in e, atoms 1 to 4:
1 C -0.117
2 C -0.280
3 C -0.202
4 C -0.184

---

A structure of composition CH3O4P, computed with ωB97M-V/def2-TZVPD.

Summary:
HOMO level in eV: -8.991
Charge: 0
LUMO energy in eV: 0.43
HOMO-LUMO gap in eV: 9.42

The geometry in XYZ format:
```
9
Properties=species:S:1:pos:R:3:forces:R:3
C 1.462 0.309 -0.338 -4.25 0.45 0.82
O 1.799 -0.271 0.837 1.22 2.07 1.16
O 1.465 -1.011 -0.333 -1.26 -2.39 -1.52
O -2.034 -0.770 -0.088 -0.08 0.66 0.53
O -0.268 1.077 -0.215 4.98 -1.53 -0.79
P -1.028 0.154 0.870 -0.36 -0.66 -0.25
H 2.011 0.721 -1.141 0.62 1.60 -0.15
H -1.467 -1.369 -0.553 0.27 -0.94 -0.47
H -1.940 1.160 0.960 -1.14 0.76 0.67
```
Forces are in eV/Å.

Löwdin population analysis, charges in e, atoms 1 to 4:
1 C -0.225
2 O 0.042
3 O 0.051
4 O -0.336

---

What are the total energy values for these records? In order: -76597.7504; -40149.0549; -18558.9004 eV.
What are the relative energy (zero: lowest compared OMol25 entry of this formula, charge and spin) values for these records? In order: 1.4; 1.3; 167.7 kcal/mol.
What are the largest force on an atom values for these records? In order: 1.042; 0.966; 5.269 eV Å⁻¹.